34
Properties=species:S:1:pos:R:3:mulliken_charge:R:1 method="wB97M-V/def2-TZVPD" homo_lumo_gap_ev=10.09 total_charge=0 smiles="CCCCC[C@@H]1C=C[C@H](CCO)OO1" homo_energy_ev=-9.227 multiplicity=1
C 2.716 -3.041 0.462 -1.1828
C 1.369 -3.486 -0.174 -0.5452
C 0.148 -2.538 -0.020 -0.9315
C 0.383 -1.037 -0.216 0.9460
C 0.429 -0.648 -1.636 -1.1866
C 0.557 0.825 -2.022 0.2019
C 1.119 1.601 -0.846 -0.5292
C 0.256 2.450 -0.187 -0.7061
C -1.173 2.249 -0.389 0.6195
C -1.855 1.830 0.811 -0.8660
C -1.967 2.850 2.080 -0.4739
O -3.058 2.051 2.693 -0.5077
O -1.460 1.190 -1.246 -0.1723
O -0.826 1.206 -2.436 -0.4759
H 2.856 -1.992 0.317 0.2717
H 3.546 -3.443 -0.084 0.3546
H 2.766 -3.246 1.472 0.3448
H 1.172 -4.477 0.263 0.4266
H 1.545 -3.854 -1.178 0.3828
H -0.622 -2.898 -0.738 0.3063
H -0.308 -2.787 0.972 0.3414
H -0.479 -0.378 0.401 -0.6327
H 1.272 -0.741 0.319 0.2579
H -0.395 -0.989 -2.201 0.3724
H 1.185 -1.287 -2.140 0.4648
H 1.133 1.120 -3.007 0.2830
H 2.215 1.464 -0.580 0.4117
H 0.659 3.141 0.448 0.5616
H -1.731 3.023 -0.839 0.4691
H -2.922 1.668 0.545 0.3082
H -1.454 0.994 1.344 0.0591
H -1.218 2.639 2.895 0.2492
H -2.137 3.995 1.858 0.2989
H -3.722 2.546 3.060 0.2787